C8H8ClInN3O4S2 as an isolated structure, computed with ωB97M-V/def2-TZVPD.

Geometry as XYZ:
```
27
Properties=species:S:1:pos:R:3:mulliken_charge:R:1
In 0.0713 0.0426 0.1787 1.168
Cl -2.2404 0.9694 1.1809 1.900
S 4.5324 1.6630 0.4014 0.047
S 1.6607 1.7666 0.4181 -0.357
O -3.5433 1.0052 1.6708 -0.555
O -2.1740 0.5578 -0.2556 -0.632
O -1.4860 2.1666 1.3078 -0.586
O -1.4365 -0.1417 1.8245 -0.634
N 3.1504 -0.4486 -0.3654 -0.946
N -0.5616 -1.9405 -0.6625 -0.167
N 1.9164 -1.0132 -0.5262 0.160
C -2.1356 -3.6176 -1.2782 -0.920
C 1.7807 -2.1058 -1.1699 -0.456
C -1.8071 -2.4151 -0.6677 0.183
C 0.4163 -2.6577 -1.2605 1.002
C -1.1433 -4.3433 -1.9078 -0.192
C 3.0906 0.7813 0.0704 0.552
C 0.1610 -3.8562 -1.8957 -0.856
C 5.8067 0.4661 -0.0296 -0.821
H 5.8529 -0.3303 0.7075 0.295
H -2.5548 -1.8105 -0.1767 0.447
H -3.1592 -3.9614 -1.2547 0.408
H 6.7371 1.0301 -0.0275 0.366
H 5.6268 0.0581 -1.0196 0.285
H 0.9686 -4.4010 -2.3642 0.401
H -1.3714 -5.2790 -2.3995 0.454
H 2.6263 -2.6189 -1.6149 0.456
```

Properties
orbital gap: 0.2682 hartree
largest force on an atom: 0.747 eV/A
E_tot: -2221.085280 hartree
net charge: +1
HOMO: -12.3 eV
LUMO: -5.05 eV



A 2-piece molecular cluster, C10H16O overall at a distorted geometry, computed with ωB97M-V/def2-TZVPD.

Geometry as XYZ:
```
27
Properties=species:S:1:pos:R:3:mulliken_charge:R:1
O 0.2802 3.3565 0.6641 -0.541
C 0.3048 1.0387 1.4162 -0.900
C -0.3250 2.1213 0.7823 0.728
C -0.4605 -0.1023 1.5897 -0.452
C 1.6225 -0.3031 -1.5497 0.269
C 1.0364 -1.4565 -2.4086 -1.085
C -1.7215 -0.2529 0.8999 0.771
C -2.2622 0.8439 0.2846 -0.560
C -1.5998 2.0911 0.2417 -0.495
C 2.5299 -0.7418 -0.4420 -1.127
C -2.3883 -1.5584 1.1078 -1.392
H 0.7897 0.2878 -1.1459 -0.152
H 2.8428 0.0539 0.2995 0.232
H 3.4389 -1.1005 -0.9126 0.413
H 0.4159 -2.0156 -1.7310 0.252
H 1.9313 -2.0264 -2.7673 0.276
H 2.1183 -1.5576 0.1823 0.254
H 2.1586 0.4638 -2.1437 0.321
H 1.3202 1.2063 1.7924 0.435
H 0.6309 3.6423 1.5130 0.313
H -2.4203 -1.9132 2.1301 0.345
H -0.1018 -0.9065 2.2206 0.370
H 0.6045 -1.1145 -3.3355 0.343
H -3.3060 0.7854 0.0125 0.321
H -3.4041 -1.4670 0.7041 0.365
H -2.0702 3.0325 0.0342 0.425
H -1.9653 -2.4073 0.5617 0.271
```

Properties
orbital gap: 0.3450 hartree
largest force on an atom: 3.444 eV/A
E_tot: -465.847016 hartree
SMILES string: Cc1ccc(O)cc1.CCC
net charge: 0
relative energy (zero: lowest compared OMol25 entry of this formula, charge and spin): 1.382 eV
HOMO: -8.5 eV
LUMO: 0.85 eV